Molecular formula: C4H9N4
Method: DFT, wB97M-V/def2-TZVPD

Its LUMO energy is -5.01 eV. Its total energy is -376.4081 hartree. The SMILES is CC(C)C(=[NH2+])N1N=N1. The HOMO-LUMO gap comes out at 11.042 eV. The relative energy (zero: lowest compared OMol25 entry of this formula, charge and spin) comes out at 124.8 kcal per mole. As for the net charge: +1.

Bonds (Å) are listed after each position.
Atoms and positions in Å:
1 C 0.7728 0.5152 0.1571  C4 1.554, N7 1.338, N8 1.266
2 C -0.8006 -0.8616 -1.2358  C4 1.549, H9 1.156, H10 1.065, H11 1.058
3 C -1.1743 -0.4076 1.3244  C4 1.504, H12 1.052, H13 1.015, H14 1.040
4 C -0.7115 0.0906 -0.0177  C1 1.554, C2 1.549, C3 1.504, H15 1.041
5 N 1.0544 2.4834 -1.2533  N6 1.200, N7 1.424
6 N 2.1680 2.1760 -0.9297  N5 1.200, N7 1.388
7 N 1.1933 1.7720 -0.0270  C1 1.338, N5 1.424, N6 1.388
8 N 1.6184 -0.3648 0.4922  C1 1.266, H16 1.030, H17 0.956
9 H -1.7563 -0.7237 -1.8709  C2 1.156
10 H -1.0705 -1.8084 -0.8286  C2 1.065
11 H 0.0607 -0.8168 -1.8487  C2 1.058
12 H -0.6275 -1.2867 1.5114  C3 1.052
13 H -2.1143 -0.7673 1.1922  C3 1.015
14 H -1.2099 0.4193 1.9548  C3 1.040
15 H -1.2463 0.9197 -0.3482  C4 1.041
16 H 1.2827 -1.0981 1.1333  N8 1.030
17 H 2.5611 -0.2412 0.5944  N8 0.956

From a Löwdin analysis of the wavefunction, the atomic charges in e read: C -0.280; C -0.018; C -0.013; C -0.309; N 0.228; N 0.189; N -0.020; N 0.300; H 0.132; H 0.073; H 0.069; H 0.078; H 0.072; H 0.093; H 0.116; H 0.168; H 0.123